(1)
{"formula": "C13H11ClN2S2", "method": "wB97M-V/def2-TZVPD", "symbols": ["C", "C", "C", "S", "C", "N", "C", "C", "S", "C", "C", "C", "C", "Cl", "C", "C", "C", "N", "H", "H", "H", "H", "H", "H", "H", "H", "H", "H", "H"], "xyz": [[4.8662, 0.4143, -1.9038], [4.0818, -0.3853, -0.9253], [4.2357, -1.6803, -0.5851], [3.0901, -2.2332, 0.6130], [2.3964, -0.6575, 0.6382], [1.4151, -0.0720, 1.2720], [1.4162, 1.2136, 0.8039], [0.4165, 2.1934, 1.2864], [-0.8224, 2.6384, 0.0054], [-1.9466, 1.2755, -0.0324], [-3.1260, 1.4731, -0.7473], [-4.0653, 0.4668, -0.8374], [-3.8249, -0.7444, -0.2054], [-5.0005, -2.0101, -0.3092], [-2.6542, -0.9511, 0.5035], [-1.7100, 0.0574, 0.5899], [2.4118, 1.3951, -0.1256], [3.0412, 0.1862, -0.2291], [5.3328, 1.2651, -1.4076], [4.2118, 0.7960, -2.6873], [5.6388, -0.2004, -2.3552], [4.9618, -2.3685, -0.9659], [-0.1145, 1.8106, 2.1553], [0.8859, 3.1479, 1.5248], [-3.2974, 2.4235, -1.2292], [-4.9792, 0.6194, -1.3895], [-2.4723, -1.8982, 0.9866], [-0.7955, -0.1307, 1.1297], [2.6933, 2.2558, -0.6940]], "forces_ev_per_a": [[-0.1, 0.0, 0.1], [0.5, -0.5, -0.3], [-0.2, 0.2, 0.1], [0.1, 0.0, -0.1], [0.0, 0.2, 0.0], [0.0, -0.4, 0.3], [0.5, -0.1, -0.2], [-0.5, 0.1, -0.5], [0.1, 0.2, 0.2], [0.2, 0.1, 0.1], [0.2, 0.0, 0.1], [0.0, -0.1, 0.0], [0.2, 0.1, 0.0], [-0.2, -0.2, 0.0], [-0.2, 0.0, -0.1], [-0.1, 0.1, 0.0], [-0.3, 0.5, 0.2], [-0.4, -0.4, 0.5], [0.1, 0.1, 0.0], [0.0, 0.0, -0.1], [0.0, 0.0, 0.0], [0.2, -0.1, -0.1], [0.1, 0.0, 0.1], [-0.1, 0.0, 0.1], [-0.1, 0.1, -0.1], [-0.1, 0.0, 0.0], [0.0, -0.1, 0.0], [0.0, 0.0, 0.0], [0.1, 0.2, -0.2]], "smiles": "Cc1csc2nc(CSc3ccc(Cl)cc3)cn12", "orbital_gap_ev": 8.4434, "e_homo_ev": -7.89, "e_tot_ev": -50832.827}



(2)
{"formula": "C23H51AgN3NbO4SSi", "method": "wB97M-V/def2-TZVPD", "symbols": ["N", "C", "O", "Ag", "Nb", "N", "N", "C", "C", "C", "C", "C", "C", "C", "C", "H", "H", "H", "H", "H", "H", "H", "H", "H", "H", "H", "H", "H", "H", "H", "H", "H", "H", "C", "H", "H", "H", "C", "H", "H", "H", "C", "C", "C", "C", "O", "Si", "S", "O", "C", "C", "C", "C", "O", "C", "C", "C", "C", "H", "H", "H", "H", "H", "H", "H", "H", "H", "H", "H", "H", "H", "H", "H", "H", "H", "H", "H", "H", "H", "H", "H", "H", "H", "H", "H"], "xyz": [[-1.8772, 1.5691, 0.0486], [-2.5413, 0.6549, 0.6262], [-3.5723, 0.3429, 1.1576], [-3.3509, 2.8957, 0.5472], [-0.2509, 0.4347, -0.1444], [0.8206, 1.8966, 0.6656], [-0.2591, -0.2500, -2.0529], [0.7711, 2.9675, 1.6732], [-0.9495, -1.4178, -2.6396], [-0.1570, 4.0698, 1.1683], [2.1466, 3.5734, 1.9354], [0.2265, 2.3800, 2.9747], [-1.0998, -1.2771, -4.1552], [-0.1199, -2.6678, -2.3526], [-2.3439, -1.5446, -2.0299], [0.2377, 4.4888, 0.2321], [-0.2275, 4.8603, 1.9307], [-1.1706, 3.6841, 0.9660], [2.8401, 2.8298, 2.3421], [2.0327, 4.3684, 2.6844], [2.5599, 4.0226, 1.0257], [-0.7842, 1.9668, 2.8521], [0.1832, 3.1723, 3.7356], [0.8880, 1.5776, 3.3280], [-1.6397, -0.3615, -4.4187], [-1.6771, -2.1341, -4.5275], [-0.1343, -1.2936, -4.6720], [0.8298, -2.6230, -2.9033], [-0.6706, -3.5580, -2.6884], [0.1153, -2.7915, -1.2862], [-2.3200, -1.7571, -0.9545], [-2.8709, -2.3782, -2.5198], [-2.9228, -0.6248, -2.1915], [0.7192, 0.4331, -2.9036], [1.1408, 1.3064, -2.3854], [1.5457, -0.2402, -3.1871], [0.2384, 0.8043, -3.8206], [2.1138, 1.3962, 0.1660], [2.8159, 1.1441, 0.9783], [1.9573, 0.4568, -0.4340], [2.5912, 2.1334, -0.5016], [-2.1507, -6.1121, 1.1961], [-2.2293, -4.7048, 1.7707], [-2.8864, -3.7439, 0.7978], [-2.9531, -4.7162, 3.1069], [-0.7923, -4.2770, 2.0212], [0.3652, -3.1345, 1.8579], [-0.5815, -1.2621, 1.4586], [1.2294, -2.9387, 3.2497], [0.7415, -3.1104, 4.6256], [-0.4137, -2.1505, 4.8781], [0.3167, -4.5583, 4.8282], [1.9362, -2.7707, 5.5075], [1.4023, -3.5507, 0.6499], [2.8993, -3.4911, 0.5768], [3.3159, -2.0902, 0.1561], [3.5269, -3.8482, 1.9130], [3.2789, -4.5246, -0.4741], [-3.1664, -6.5089, 1.0496], [-1.6222, -6.7867, 1.8811], [-1.6437, -6.1122, 0.2233], [-3.9497, -4.0106, 0.6717], [-2.8399, -2.7104, 1.1640], [-2.4110, -3.8227, -0.1878], [-2.5155, -5.4597, 3.7858], [-2.9539, -3.7229, 3.5761], [-4.0024, -5.0056, 2.9431], [-1.2911, -2.3974, 4.2650], [-0.7103, -2.2186, 5.9362], [-0.1075, -1.1165, 4.6731], [1.1826, -5.2246, 4.7231], [-0.1026, -4.6867, 5.8377], [-0.4433, -4.8541, 4.0947], [2.7591, -3.4764, 5.3331], [2.2946, -1.7535, 5.3037], [1.6459, -2.8337, 6.5655], [2.9909, -1.3465, 0.8961], [4.4138, -2.0379, 0.0815], [2.9019, -1.8343, -0.8287], [3.1266, -4.7911, 2.3045], [4.6109, -3.9887, 1.7700], [3.4059, -3.0463, 2.6499], [2.9145, -5.5185, -0.1857], [2.8672, -4.2590, -1.4552], [4.3720, -4.5802, -0.5739]], "forces_ev_per_a": [[0.9, -3.5, 0.0], [-4.7, 1.6, 1.3], [2.8, -1.1, -0.9], [-1.7, 2.7, 0.3], [2.2, -0.8, -0.4], [0.0, -2.2, -1.8], [0.8, 1.7, 2.2], [-0.5, 0.2, 0.4], [-0.2, -0.6, -0.1], [0.1, 0.3, -0.1], [0.1, 0.1, 0.0], [0.1, 0.0, 0.3], [-0.1, 0.1, -0.2], [0.2, -0.3, 0.1], [-0.2, 0.1, 0.0], [-0.2, 0.0, 0.3], [0.0, -0.2, -0.4], [0.3, 0.2, 0.1], [-0.1, 0.2, -0.1], [0.1, -0.2, -0.2], [0.0, -0.1, 0.2], [0.2, 0.1, 0.0], [0.0, -0.3, -0.1], [-0.2, 0.2, 0.0], [0.0, -0.1, 0.0], [0.1, 0.3, 0.1], [-0.2, 0.0, 0.1], [-0.2, -0.1, 0.1], [0.2, 0.2, 0.0], [-0.1, 0.1, -0.2], [0.1, 0.0, -0.1], [0.1, 0.3, 0.3], [0.1, -0.2, -0.1], [0.1, -0.1, -0.4], [0.0, -0.1, -0.1], [-0.2, 0.2, 0.1], [0.2, 0.0, 0.3], [0.2, 0.8, 0.3], [-0.4, -0.2, -0.4], [0.3, 0.1, 0.1], [-0.1, -0.5, 0.0], [0.0, -0.1, -0.1], [0.8, 0.1, 0.1], [-0.2, -0.1, -0.2], [-0.1, 0.0, 0.1], [-0.5, 1.0, -0.6], [1.2, -3.6, 0.8], [-0.3, 2.7, -1.2], [-1.3, 0.2, -0.9], [0.1, 0.0, 0.1], [0.0, 0.1, 0.2], [-0.1, -0.3, 0.1], [0.1, 0.0, 0.1], [0.0, 0.9, 0.7], [-0.4, -0.2, 0.1], [0.1, 0.1, -0.1], [0.6, 0.0, 0.2], [0.0, -0.1, -0.2], [0.3, 0.2, 0.1], [-0.1, 0.2, -0.2], [0.0, 0.0, 0.2], [0.4, 0.1, 0.1], [-0.1, -0.2, -0.1], [0.0, 0.1, 0.2], [-0.1, 0.3, -0.1], [0.1, -0.3, -0.1], [0.3, 0.1, 0.0], [0.2, 0.0, 0.1], [0.0, 0.1, -0.4], [-0.1, -0.2, 0.0], [-0.2, 0.1, 0.0], [0.2, 0.0, -0.3], [0.3, 0.1, 0.4], [-0.2, 0.2, 0.0], [-0.1, -0.2, 0.0], [0.1, 0.0, -0.3], [0.0, -0.2, 0.0], [-0.4, 0.0, 0.0], [0.0, -0.1, 0.1], [0.0, 0.3, 0.0], [-0.4, 0.0, -0.1], [0.0, -0.3, -0.2], [0.1, 0.3, -0.1], [0.0, -0.1, 0.2], [-0.3, 0.1, 0.1]], "orbital_gap_ev": 6.1908, "charge": 2, "e_homo_ev": -14.94, "e_tot_ev": -61590.108}



(3)
{"formula": "C8H16Br6N2O2", "method": "wB97M-V/def2-TZVPD", "symbols": ["C", "C", "O", "N", "C", "H", "H", "H", "H", "H", "H", "H", "C", "C", "O", "N", "C", "H", "H", "H", "H", "H", "H", "H", "C", "Br", "Br", "Br", "H", "C", "Br", "Br", "Br", "H"], "xyz": [[1.5901, 1.7039, -7.3636], [0.7287, 0.9037, -6.4269], [0.8583, 1.1122, -5.2083], [-0.1805, 0.1006, -6.9509], [-1.1334, -0.6290, -6.1434], [1.4273, 1.1354, -8.2792], [2.5679, 1.5272, -6.9154], [1.3160, 2.7486, -7.5108], [-0.2621, -0.0535, -7.9457], [-2.0905, -0.4646, -6.6384], [-1.4126, -0.1809, -5.1898], [-0.7427, -1.6164, -5.8977], [-2.8227, 2.2486, 7.3985], [-3.8898, 3.3538, 7.6165], [-4.3086, 3.7255, 8.7411], [-4.2959, 3.8386, 6.4562], [-5.4118, 4.7678, 6.3421], [-2.5394, 2.1882, 6.3477], [-3.0952, 1.2361, 7.6963], [-1.9689, 2.5305, 8.0147], [-3.6821, 3.9438, 5.6611], [-6.2216, 4.2056, 5.8771], [-5.0278, 5.5159, 5.6486], [-5.7744, 5.1979, 7.2757], [8.6594, -6.7099, -1.4905], [8.3151, -8.4110, -2.5341], [9.9290, -5.5001, -2.3978], [9.5246, -7.2975, 0.1998], [7.7163, -6.2215, -1.2452], [0.3654, -2.9480, 0.8328], [1.4316, -1.6563, 1.9704], [-1.3031, -3.3239, 1.6846], [1.4069, -4.6284, 0.4472], [0.3267, -2.3429, -0.0730]], "forces_ev_per_a": [[-0.4, -1.7, -0.4], [0.7, 2.8, 2.6], [-0.5, -0.9, -1.1], [-1.0, -0.9, -0.1], [-0.6, 0.6, 0.4], [0.9, 0.6, -0.7], [0.3, 0.6, -0.6], [0.0, -0.2, 0.4], [0.3, 0.3, 0.2], [-0.1, -1.4, -0.4], [1.0, 0.5, 0.1], [-0.7, -0.3, -0.4], [0.1, 0.7, 0.5], [0.7, -1.1, 3.0], [0.7, -1.1, -2.6], [-1.2, 1.6, -1.0], [0.1, -0.2, -0.6], [0.1, 0.1, 0.1], [-0.5, 0.3, 0.2], [0.2, -0.1, -0.1], [0.2, -0.9, 0.4], [-0.3, 0.3, -0.1], [-0.7, 0.4, 0.1], [0.5, -0.1, 0.0], [1.3, -1.2, 0.1], [0.1, 1.5, 0.5], [-1.0, -0.6, 0.3], [-0.6, 0.4, -0.6], [0.3, -0.1, -0.3], [1.6, 0.2, 0.6], [-0.5, -1.0, -0.5], [0.3, 0.1, -0.4], [-0.8, 1.3, 0.3], [-0.6, -0.7, 0.0]], "orbital_gap_ev": 9.0604, "e_homo_ev": -9.52, "e_tot_ev": -435883.962}



(4)
{"formula": "C21H24BrClCrN3O5", "method": "wB97M-V/def2-TZVPD", "symbols": ["Cr", "O", "Cl", "O", "O", "O", "C", "C", "C", "C", "C", "C", "C", "C", "N", "C", "C", "C", "C", "N", "C", "C", "C", "C", "C", "C", "C", "C", "H", "H", "H", "H", "H", "H", "H", "H", "H", "H", "H", "H", "H", "H", "H", "H", "H", "H", "H", "H", "H", "H", "H", "H", "Br", "O", "C", "N"], "xyz": [[-1.0596, -0.6580, -0.2274], [-2.4406, -0.9450, 1.4745], [-3.6791, -0.6218, 0.7251], [-4.5205, 0.2335, 1.4867], [-3.1192, 0.1331, -0.4483], [-4.3435, -1.7892, 0.2928], [0.8668, -1.0599, -3.5909], [1.5262, -2.0415, -2.6665], [2.1346, -3.1943, -3.1483], [2.7051, -4.1091, -2.2774], [2.6770, -3.8873, -0.9107], [2.0834, -2.7451, -0.3813], [2.0420, -2.4920, 1.0955], [1.5276, -1.8483, -1.2912], [0.8852, -0.6725, -0.7526], [1.5686, 0.3963, -0.5340], [3.0170, 0.5851, -0.8595], [0.8044, 1.4785, 0.1700], [1.4285, 2.8041, 0.4840], [-0.3986, 1.1601, 0.4859], [-1.2022, 2.0641, 1.2598], [-1.9907, 3.0076, 0.6150], [-2.0268, 3.1357, -0.8822], [-2.7755, 3.8375, 1.4112], [-2.7684, 3.7134, 2.7885], [-1.9807, 2.7483, 3.3987], [-1.1853, 1.8950, 2.6460], [-0.3467, 0.8297, 3.2914], [0.6636, -1.5273, -4.5532], [1.4956, -0.1825, -3.7718], [-0.0846, -0.7157, -3.1819], [2.1275, -3.3865, -4.2138], [3.1545, -5.0138, -2.6661], [3.0901, -4.6174, -0.2266], [2.4856, -3.3218, 1.6439], [1.0123, -2.4466, 1.4724], [2.5718, -1.5710, 1.3587], [3.4582, -0.3471, -1.2025], [3.5657, 0.9357, 0.0150], [3.1312, 1.3388, -1.6426], [2.5072, 2.7889, 0.3657], [1.1773, 3.1096, 1.4999], [1.0209, 3.5639, -0.1877], [-1.6278, 2.2551, -1.3826], [-1.4585, 4.0082, -1.2179], [-3.0547, 3.2584, -1.2220], [-3.4138, 4.5710, 0.9335], [-3.3955, 4.3572, 3.3914], [-1.9968, 2.6313, 4.4750], [-0.5004, 0.8289, 4.3689], [0.7199, 0.9851, 3.1053], [-0.6045, -0.1645, 2.9227], [-0.5353, -4.1634, 2.6754], [-1.8111, -3.8828, -2.9622], [-1.6468, -3.0493, -2.1308], [-1.4807, -2.2006, -1.3212]], "forces_ev_per_a": [[-0.7, -0.4, 0.1], [-0.6, -0.1, -0.1], [1.0, 0.5, -0.2], [0.0, 0.1, 0.1], [-0.4, -0.3, 0.2], [-0.1, 0.0, 0.0], [0.0, 0.1, -0.1], [0.0, -0.1, 0.0], [0.0, 0.0, 0.0], [0.0, 0.0, 0.0], [-0.1, 0.0, 0.0], [0.1, 0.0, -0.1], [0.0, 0.0, 0.0], [0.0, 0.3, 0.1], [0.7, 0.1, -0.1], [-0.2, 0.0, 0.2], [0.0, -0.1, 0.0], [0.0, -0.2, -0.1], [-0.1, 0.0, 0.0], [0.3, 0.3, 0.2], [0.1, -0.1, -0.1], [-0.1, 0.0, 0.1], [0.0, 0.0, -0.1], [0.0, 0.0, 0.0], [0.0, 0.0, 0.0], [0.0, 0.0, 0.0], [-0.1, 0.1, 0.0], [0.0, 0.0, 0.0], [0.0, 0.0, 0.0], [0.0, 0.0, 0.0], [0.0, 0.0, 0.0], [0.0, 0.0, 0.0], [0.0, 0.0, 0.0], [0.0, 0.0, 0.0], [0.0, 0.1, 0.0], [0.0, 0.0, 0.0], [0.0, 0.1, 0.0], [0.0, 0.0, 0.0], [0.0, 0.0, 0.0], [0.0, 0.0, 0.0], [0.0, 0.0, 0.0], [0.0, 0.0, 0.0], [0.0, 0.0, 0.0], [0.0, 0.0, 0.0], [0.0, 0.0, 0.0], [0.0, 0.0, 0.0], [0.0, 0.0, 0.0], [0.0, 0.0, 0.0], [0.0, 0.0, 0.0], [0.0, 0.0, 0.0], [0.0, 0.0, 0.0], [0.0, 0.0, 0.0], [0.0, 0.1, 0.1], [0.0, 0.0, 0.0], [0.0, 0.0, -0.1], [0.0, 0.0, -0.1]], "multiplicity": 5, "s2": 6.021, "orbital_gap_ev": [4.8625, 4.5776], "charge": -1, "e_homo_ev": [-3.76, -3.76], "e_tot_ev": -147858.314}



(5)
{"formula": "C28H29InNOP2", "method": "wB97M-V/def2-TZVPD", "symbols": ["C", "C", "C", "C", "C", "C", "C", "C", "C", "C", "C", "C", "C", "H", "H", "H", "H", "H", "H", "H", "N", "In", "C", "H", "H", "C", "H", "H", "P", "P", "C", "H", "H", "H", "C", "H", "H", "H", "C", "H", "H", "H", "C", "H", "H", "H", "C", "O", "H", "C", "C", "C", "C", "C", "C", "C", "C", "H", "H", "H", "H", "H"], "xyz": [[-2.0842, 2.4558, -3.0190], [-1.7757, 1.1141, -2.8353], [-0.5214, 0.6311, -3.3326], [0.4756, 1.5460, -3.8366], [0.0981, 2.9042, -4.0024], [-1.1565, 3.3409, -3.6064], [1.7710, 1.0434, -4.0204], [2.1229, -0.2211, -3.5274], [1.0482, -1.0599, -3.0528], [1.3183, -2.2406, -2.2871], [2.6390, -2.6437, -2.1392], [3.6951, -1.8794, -2.6789], [3.4490, -0.6952, -3.3564], [-3.0598, 2.8237, -2.6974], [0.8329, 3.5958, -4.4210], [-1.4402, 4.3875, -3.7293], [2.5401, 1.6847, -4.4452], [2.8560, -3.5647, -1.5948], [4.7189, -2.2325, -2.5408], [4.2663, -0.0856, -3.7449], [-0.2277, -0.6781, -3.2405], [-1.0999, -0.6433, 1.6834], [-2.6982, 0.1353, -2.1223], [-2.3718, -0.8773, -2.3974], [-3.7354, 0.2887, -2.4623], [0.1448, -2.9813, -1.6629], [-0.7581, -2.6696, -2.2056], [0.2886, -4.0675, -1.7829], [-2.7359, 0.1422, -0.2530], [-0.2344, -2.6625, 0.1437], [1.1821, -3.4743, 0.9559], [1.1516, -3.2637, 2.0329], [1.1320, -4.5609, 0.7998], [2.1219, -3.0833, 0.5456], [-1.5658, -3.9007, 0.3983], [-1.1636, -4.9117, 0.2451], [-1.9493, -3.8206, 1.4233], [-2.3938, -3.7232, -0.3008], [-3.2870, 1.8398, 0.1139], [-4.2734, 2.0145, -0.3400], [-3.3574, 1.9753, 1.2013], [-2.5616, 2.5589, -0.2873], [-4.2658, -0.8226, 0.0481], [-4.4591, -0.8839, 1.1271], [-5.1116, -0.3178, -0.4408], [-4.1620, -1.8413, -0.3503], [-1.7441, -1.3893, 3.9897], [-1.9721, -1.6862, 5.0690], [0.2916, 0.8373, 0.7783], [0.3869, 0.9148, 1.8825], [0.9152, 1.4522, 2.8822], [1.6180, 2.0275, 3.9427], [1.1275, 3.1823, 4.6082], [1.8121, 3.6942, 5.7070], [2.9936, 3.0834, 6.1526], [3.5102, 1.9702, 5.4744], [2.8399, 1.4472, 4.3739], [0.2078, 3.6535, 4.2525], [1.4201, 4.5741, 6.2192], [3.5148, 3.4767, 7.0258], [4.4400, 1.5040, 5.8034], [3.2352, 0.5828, 3.8343]], "forces_ev_per_a": [[0.1, -1.2, 0.3], [-0.6, 0.4, -0.2], [1.1, -0.4, -0.4], [-0.4, -0.4, 0.4], [-0.6, 0.6, 0.1], [1.0, 0.1, -0.6], [0.1, 0.0, 0.1], [-0.6, -0.3, 0.4], [-0.3, 1.0, -0.7], [0.4, -0.6, 0.0], [-1.2, 0.2, 0.1], [0.3, 0.9, -0.7], [0.6, -0.6, 0.3], [0.3, 0.0, 0.0], [-0.3, -0.1, 0.2], [0.2, -0.3, 0.0], [-0.1, 0.0, 0.1], [0.0, 0.3, -0.1], [-0.3, 0.2, -0.1], [-0.1, -0.2, 0.2], [-0.2, 0.2, 2.2], [-1.1, -0.9, -0.6], [-0.1, 0.0, -0.5], [-0.3, 0.2, 0.0], [0.2, -0.1, 0.1], [0.1, 0.0, -0.4], [0.2, -0.3, 0.1], [-0.1, 0.2, 0.1], [-0.2, 0.6, -1.4], [0.6, -0.6, -1.2], [0.1, 0.0, 0.3], [0.1, -0.1, -0.2], [0.1, 0.3, 0.0], [-0.3, 0.0, 0.2], [0.0, 0.1, 0.1], [-0.2, 0.3, 0.0], [0.0, -0.1, -0.2], [0.2, -0.1, 0.2], [-0.1, 0.1, 0.2], [0.3, 0.0, 0.1], [0.0, 0.0, -0.3], [-0.2, -0.2, 0.1], [0.0, 0.0, 0.0], [0.0, 0.0, -0.3], [0.2, -0.2, 0.1], [-0.1, 0.3, 0.1], [-0.8, -1.3, 4.8], [0.4, 0.6, -2.3], [0.9, 1.0, 0.5], [1.2, 1.2, 0.6], [-0.5, -0.7, -2.3], [0.4, 0.5, 1.0], [0.1, -0.3, 0.0], [0.1, -0.2, -0.1], [-0.1, -0.1, -0.2], [-0.2, 0.1, -0.1], [-0.3, 0.1, 0.0], [0.3, -0.2, 0.2], [0.1, -0.3, -0.1], [-0.1, -0.1, -0.3], [-0.3, 0.2, -0.1], [-0.1, 0.3, 0.2]], "orbital_gap_ev": [5.4950, 5.3113], "charge": 1, "e_homo_ev": [-8.72, -8.60], "e_tot_ev": -56786.228}



(6)
{"formula": "C3H5ClFN3", "method": "wB97M-V/def2-TZVPD", "symbols": ["C", "C", "C", "N", "N", "N", "F", "Cl", "H", "H", "H", "H", "H"], "xyz": [[1.4195, 0.3358, -1.5295], [-0.2524, -1.0597, -0.0153], [-0.3417, 1.0328, 1.5500], [0.9777, 0.8693, -0.5681], [0.1097, -1.4288, -1.2788], [0.1247, 0.4042, 0.2717], [-0.8386, -1.2683, -2.3642], [-1.9237, -1.1392, 0.4627], [1.8158, 0.3319, -2.5382], [0.4751, -1.5864, 0.5249], [0.1771, 0.6374, 2.3739], [-0.4193, 2.1184, 1.4080], [-1.3240, 0.7525, 1.7030]], "forces_ev_per_a": [[-0.8, -3.2, -1.7], [-0.6, 2.1, -1.3], [1.2, 1.1, -2.7], [-0.1, 2.2, 1.6], [2.1, -0.5, -2.5], [-1.5, 0.4, 1.5], [-0.1, 0.7, 1.3], [-0.7, -1.1, -0.1], [0.0, 0.3, 0.6], [0.4, -1.3, 1.6], [1.2, 0.1, 1.2], [0.8, -0.3, 0.4], [-1.9, -0.7, 0.0]], "orbital_gap_ev": [9.4172, 9.4167], "e_homo_ev": [-8.94, -8.94], "e_tot_ev": -22895.570}